An isolated molecule of C19H17F3N8 in a non-equilibrium geometry, computed with wB97M-V/def2-TZVPD.

Summary:
SMILES string: NC1CN(c2cccc(-n3ncc4cnc(-c5cnn(CC(F)(F)F)c5)cc43)n2)C1
HOMO, eV: -8.231
Gap between HOMO and LUMO, eV: 8.46
E, eV: -40050.40308

Bonds (Å) are listed after each position.
Positions of all 47 atoms, in Å:
1 F -1.52987 -1.62771 6.17934  C26 1.373
2 F -0.00828 0.02474 5.83824  C26 1.389
3 F -1.55449 0.22255 7.45905  C26 1.367
4 N -1.37768 1.37162 3.21227  C8 1.293, N23 1.377
5 N 0.07537 -3.12303 -3.28155  C9 1.313, N22 1.392
6 N -1.15000 -2.86445 1.19459  C12 1.378, C13 1.368
7 N 0.72236 0.39197 -2.58333  C14 1.328, C15 1.322
8 C -1.02866 0.87835 2.06963  N4 1.293, C10 1.448, H31 1.094
9 C -0.14617 -3.98517 -2.31692  N5 1.313, C20 1.434, H32 1.095
10 C -1.33470 -0.53548 2.01174  C8 1.448, C11 1.361, C13 1.511
11 C -1.95082 -0.79635 3.19726  C10 1.361, N23 1.374, H33 1.078
12 C -0.85506 -3.73991 0.17270  N6 1.378, C20 1.402, H34 1.073
13 C -1.05738 -1.53029 0.90840  N6 1.368, C10 1.511, C19 1.415
14 C 0.47268 -0.66399 -3.34965  N7 1.328, C16 1.401, N22 1.400
15 C 1.05425 1.52806 -3.17260  N7 1.322, C17 1.378, N24 1.391
16 C 0.69147 -0.62941 -4.73257  C14 1.401, C18 1.384, H35 1.086
17 C 1.19809 1.66422 -4.53645  C15 1.378, C18 1.397, H36 1.090
18 C 1.08488 0.54043 -5.35939  C16 1.384, C17 1.397, H37 1.092
19 C -0.67711 -1.07762 -0.37702  C13 1.415, C21 1.384, H38 1.070
20 C -0.48036 -3.29626 -1.10387  C9 1.434, C12 1.402, C21 1.366
21 C -0.37486 -1.96590 -1.39492  C19 1.384, C20 1.366, N22 1.408
22 N 0.02914 -1.84243 -2.73778  N5 1.392, C14 1.400, C21 1.408
23 N -1.95151 0.35629 3.94525  N4 1.377, C11 1.374, C27 1.466
24 N 1.36439 2.58182 -2.31942  C15 1.391, C28 1.468, C29 1.450
25 N 1.72228 1.16991 0.40505  C30 1.502, H39 1.033, H40 1.027
26 C -1.31437 -0.27167 6.20739  F1 1.373, F2 1.389, F3 1.367, C27 1.508
27 C -2.29798 0.49843 5.36263  N23 1.466, C26 1.508, H41 1.085, H42 1.117
28 C 0.56674 2.81340 -1.10869  N24 1.468, C30 1.517, H43 1.100, H44 1.085
29 C 2.59716 2.49407 -1.56031  N24 1.450, C30 1.517, H45 1.118, H46 1.107
30 C 1.79513 2.50838 -0.27225  N25 1.502, C28 1.517, C29 1.517, H47 1.124
31 H -0.59636 1.48942 1.27178  C8 1.094
32 H -0.19567 -5.07025 -2.45916  C9 1.095
33 H -2.31346 -1.77737 3.45953  C11 1.078
34 H -0.91963 -4.80081 0.32149  C12 1.073
35 H 0.56622 -1.49272 -5.37963  C16 1.086
36 H 1.49800 2.60049 -5.00770  C17 1.090
37 H 1.26348 0.59235 -6.43546  C18 1.092
38 H -0.59820 -0.02254 -0.53945  C19 1.070
39 H 1.46749 0.45222 -0.29266  N25 1.033
40 H 2.63973 0.94563 0.80862  N25 1.027
41 H -3.27990 0.08610 5.57064  C27 1.085
42 H -2.26482 1.56936 5.67751  C27 1.117
43 H 0.22201 3.85655 -1.06305  C28 1.100
44 H -0.26625 2.15524 -0.88326  C28 1.085
45 H 3.22906 1.57907 -1.67926  C29 1.118
46 H 3.22298 3.38736 -1.75196  C29 1.107
47 H 2.04071 3.35535 0.42520  C30 1.124